# 1
Density functional theory data (ωB97M-V with the def2-TZVPD basis set) for C2HFNdO2 as an isolated structure.

## Properties
HOMO level (spin up / spin down)   -0.4366 / -0.4574 Eh
M   220.3 g/mol
Electronic energy   -888.1068 a.u.
HOMO-LUMO gap (spin up / spin down)   4.51 / 5.65 eV
Total charge   +1
Multiplicity   4

The geometry in XYZ format:
```
7
Properties=species:S:1:pos:R:3:forces:R:3
Nd -0.33854 0.29002 2.36687 0.8 -0.8 -5.1
F -0.45044 1.49270 -2.17470 0.0 -0.6 2.1
O 1.37020 -2.13348 -1.54427 -1.9 2.9 2.3
O -0.37807 0.65498 0.00165 0.6 -2.1 4.0
C 0.82649 -1.33049 -0.84231 2.4 -3.6 -2.9
C 0.27655 -0.59907 0.07298 -1.8 3.0 3.1
H -0.46329 1.16863 -1.14866 0.0 1.2 -3.5
```
Positions in Å, forces in eV/Å.



# 2
Density functional theory data (ωB97M-V with the def2-TZVPD basis set) for C2HFO2Y as an isolated structure.

## Properties
HOMO level (spin up / spin down)   -0.2666 / -0.2684 Eh
M   164.9 g/mol
Electronic energy   -365.2338 a.u.
HOMO-LUMO gap (spin up / spin down)   5.38 / 4.86 eV
Total charge   0
Multiplicity   2
Relative energy (zero: lowest compared OMol25 entry of this formula, charge and spin)   0.0 kcal per mole

The geometry in XYZ format:
```
7
Properties=species:S:1:pos:R:3:forces:R:3
Y 2.06660 2.26239 0.39098 -3.4 -4.7 -0.8
F -0.95351 1.63077 0.25348 1.9 0.6 0.1
O 1.71066 0.00583 0.01285 2.5 2.9 0.5
O -1.58856 -1.24857 -0.21597 -0.6 0.0 0.0
C 0.86174 -0.94834 -0.15056 -3.0 0.4 0.1
C -0.26569 -1.42722 -0.23497 1.3 2.0 0.3
H -1.83124 -0.27486 -0.05581 1.3 -1.2 -0.2
```
Positions in Å, forces in eV/Å.



Among the records above, which one has the highest total charge? C2HFNdO2



The lowest total charge belongs to which entry? C2HFO2Y



Look up the multiplicity of the first one. 4